Record 1
Computed, not measured: a 2-piece molecular cluster, C6H12O overall at a distorted geometry, with ωB97M-V/def2-TZVPD.

The geometry in XYZ format:
```
19
Properties=species:S:1:pos:R:3:forces:R:3:nbo_charge:R:1
O 1.225405 -0.981312 -0.109803 -0.020 -0.067 -0.319 -0.518
C -1.346594 1.176376 -0.085626 0.033 0.027 0.033 -0.397
C 2.536585 -0.472561 -0.265375 0.191 -0.104 -0.103 -0.260
C -1.797235 -1.412368 -0.329082 0.224 0.040 0.030 -0.606
C -1.114236 -0.277270 0.439562 0.180 -0.032 0.499 -0.288
C 0.187045 1.389411 -0.169800 0.272 0.440 0.477 -0.541
C 0.402781 -0.033828 0.342874 0.730 0.257 2.278 0.364
H 0.572911 1.752441 0.772662 -0.462 1.987 -0.787 0.255
H 0.692602 1.853088 -1.022459 -0.236 -0.390 -0.033 0.220
H 1.065240 0.501529 1.787682 -1.260 -2.091 -2.199 -0.083
H -1.846608 1.848538 0.619502 0.072 -0.154 -0.139 0.212
H -1.897009 1.219894 -1.033819 0.267 -0.114 0.133 0.207
H -1.641650 -1.342766 -1.412122 0.080 0.061 0.183 0.206
H -2.882508 -1.386662 -0.152717 0.298 0.102 0.010 0.216
H 2.781885 0.114577 0.636628 0.076 -0.138 -0.224 0.194
H 3.194537 -1.333776 -0.362994 0.060 0.114 -0.044 0.198
H -1.435313 -2.390399 0.001033 0.000 0.119 -0.041 0.219
H 2.592290 0.156708 -1.162478 0.110 -0.052 0.216 0.178
H -1.290123 -0.381613 1.506323 -0.614 -0.005 0.031 0.223
```
Positions in Å, forces in eV/Å.

Properties
E_tot	-310.90235	a.u.
ΔE to the lowest compared entry with this formula, charge and spin	4.270	eV
orbital gap	9.5	eV
F_max	3.286	eV/Å
HOMO energy	-0.315	hartree

---

Record 2
Computed, not measured: C28H39Cl2N4O4Sr as an isolated structure at a distorted geometry, with ωB97M-V/def2-TZVPD.

The geometry in XYZ format:
```
78
Properties=species:S:1:pos:R:3:forces:R:3:mulliken_charge:R:1
Sr 0.004300 0.092017 0.097225 -1.535 -0.205 -1.528 1.931
Cl 0.547962 -2.335996 -0.528948 4.855 -0.932 3.726 -0.584
Cl -1.341748 -0.676192 1.972599 -2.091 -1.378 3.454 -0.693
O -0.091060 1.922630 1.350112 0.029 2.629 2.066 -0.608
O 1.837894 0.071402 1.283244 2.823 -1.610 1.699 -0.705
O 1.418170 0.720357 -1.551791 0.357 2.480 -2.144 -0.909
O -1.622453 0.352979 -1.310480 1.789 4.738 2.677 -1.038
N 3.058531 -1.009707 2.745661 1.296 -0.246 0.986 0.377
N 1.875208 2.155495 -3.166236 0.254 0.478 -0.897 0.341
N -0.020172 3.144053 3.383167 -0.141 -1.567 -1.511 0.676
N -0.024359 4.487199 3.612788 0.008 1.796 1.033 0.070
C -3.494677 -0.876728 -1.676080 0.232 -0.561 -0.911 -0.782
C -0.282624 4.289285 1.417766 0.132 -0.919 0.086 -0.663
C 1.530963 3.309546 -3.944938 -0.054 0.143 -0.306 -0.946
C -4.358814 -1.422141 -2.618315 -0.530 -0.075 0.344 -0.142
C 3.139575 1.489679 -3.432733 0.079 0.180 -0.037 -0.984
C -3.922322 -0.644019 -0.380675 -0.333 0.080 0.217 0.080
C -0.144128 6.604090 2.269144 -0.026 0.858 0.169 -1.752
C 0.073836 -1.486869 -3.063305 0.533 0.108 0.398 -1.275
C 1.031491 1.666657 -2.271731 1.078 -2.184 1.506 0.415
C -5.222323 -0.988833 -0.007180 0.122 0.038 -0.191 -0.739
C 1.771909 0.706934 5.577639 -0.046 -0.127 0.128 -0.542
C 4.123686 -0.022108 2.653295 -0.146 -0.155 0.272 -0.951
C -1.486497 -2.968504 -1.661598 -0.454 1.741 -2.500 0.306
C -1.164704 -1.772006 -2.276536 -2.446 -2.336 0.071 -0.184
C 0.226601 2.156253 4.404593 0.238 0.284 0.523 -0.691
C -0.408954 1.118026 6.505167 0.154 -0.111 0.141 -0.682
C 0.834854 0.492685 6.588265 -0.039 0.167 -0.133 -0.558
C 3.130715 -2.001743 3.778494 0.233 -0.554 -0.045 -0.906
C -0.141342 2.978392 1.979407 0.118 -1.110 -0.656 -0.292
C -5.657338 -1.754139 -2.250843 -0.072 0.030 0.024 -0.683
C -0.705007 1.952090 5.429123 -0.129 0.107 -0.151 -0.096
C -6.093429 -1.544102 -0.938385 0.063 -0.023 -0.137 -0.349
C -0.167486 5.156968 2.441608 -0.030 -0.637 -0.358 0.740
C 1.468487 1.512165 4.483890 0.036 0.378 -0.218 0.232
C -0.652686 -4.222026 -1.676862 -0.397 -0.338 -0.193 -1.373
C 2.043805 -0.992444 1.900903 -0.566 2.342 -0.993 0.082
C -2.054373 -0.530659 -2.084170 -2.673 -2.877 -3.014 1.147
C 0.204976 5.025310 4.937962 -0.047 -0.006 -0.233 -0.982
H -5.545085 -0.815068 1.014937 -0.019 -0.045 -0.049 0.397
H -4.008724 -1.588563 -3.635136 -0.002 -0.015 0.135 0.351
H -7.107640 -1.809847 -0.651483 0.070 0.011 -0.034 0.347
H -1.136142 0.961635 7.307531 0.169 0.109 -0.396 0.356
H 5.070545 -0.519835 2.400319 -0.132 0.077 0.075 0.337
H -2.097212 -0.066906 -3.082143 -0.610 -0.371 -1.269 0.266
H 0.548264 3.676062 -3.623409 0.264 -0.033 -0.155 0.273
H 1.491555 3.046443 -5.009494 -0.046 0.178 0.075 0.328
H -0.401292 -4.516659 -0.648665 -0.160 -0.048 -0.437 0.226
H 2.182583 -2.553185 3.817545 0.279 0.148 0.013 0.278
H -0.254979 6.830588 1.198217 0.008 -0.050 0.481 0.332
H -1.197202 -5.036503 -2.132518 -0.450 -0.491 -0.360 0.421
H -0.971767 7.055792 2.820577 0.187 0.326 -0.010 0.357
H -1.667637 2.465138 5.401788 0.236 -0.188 -0.152 0.607
H 1.085000 -0.140738 7.444653 -0.127 0.228 -0.327 0.389
H -6.333278 -2.178373 -2.987910 -0.034 0.004 0.059 0.358
H 0.820522 6.987732 2.607122 -0.141 0.348 0.073 0.369
H 3.873604 0.712158 1.883252 -0.010 -0.241 0.197 0.215
H 0.855998 -1.046064 -2.407813 -0.639 -0.540 -0.865 0.189
H -0.148091 -0.744422 -3.816025 -0.202 0.218 -0.669 0.481
H -3.235208 -0.195900 0.335291 -0.138 -0.184 -0.219 0.177
H 0.285240 -4.070243 -2.215951 -0.244 -0.223 0.061 0.305
H 2.279286 4.099173 -3.804283 -0.142 -0.003 -0.057 0.326
H 2.762540 0.255553 5.676439 -0.351 0.189 -0.178 0.496
H 1.173498 4.692815 5.322340 -0.103 -0.012 0.072 0.287
H -0.371528 4.432516 0.343306 -0.036 0.213 0.516 0.426
H 4.243642 0.480755 3.622029 0.075 0.022 -0.131 0.280
H 0.210799 6.116697 4.877677 -0.031 -0.208 -0.096 0.443
H 2.217677 1.695716 3.710075 -0.343 -0.103 0.150 0.292
H 0.488638 -2.386549 -3.515970 0.071 0.006 -0.123 0.301
H 3.264678 1.376884 -4.515872 -0.019 0.069 0.121 0.349
H 3.970936 2.089580 -3.039527 -0.056 -0.146 -0.068 0.309
H 3.303454 -1.522904 4.749621 -0.038 -0.175 -0.134 0.295
H 3.146248 0.503895 -2.965368 -0.092 0.240 -0.001 0.249
H 1.455680 -1.907987 1.786694 -0.283 0.202 0.016 0.232
H 3.947484 -2.704607 3.577046 -0.014 -0.066 0.204 0.353
H 0.020901 2.103448 -2.236765 0.088 -0.153 0.186 0.145
H -0.589866 4.715718 5.623731 0.169 0.048 -0.011 0.306
H -2.420604 -3.014598 -1.101723 0.173 0.037 -0.060 0.262
```
Positions in Å, forces in eV/Å.

Properties
E_tot	-2561.40874	a.u.
ΔE to the lowest compared entry with this formula, charge and spin	1.630	eV
orbital gap	4.4	eV
F_max	6.190	eV/Å
HOMO energy	-0.089	hartree
total charge	-1

---

Record 3
Computed, not measured: a 2-piece molecular cluster, C14H25BrO6S overall, with ωB97M-V/def2-TZVPD.

The geometry in XYZ format:
```
47
Properties=species:S:1:pos:R:3:forces:R:3:nbo_charge:R:1
Br -0.752298 2.381803 0.265366 -0.009 0.191 0.213 0.062
S 0.717380 0.218104 -2.473425 -0.034 0.042 -0.036 0.204
O 3.835071 3.146610 2.274198 0.048 -0.038 0.000 -0.493
O -4.060270 2.465774 -1.154536 0.034 0.320 0.046 -0.520
O -0.786957 -0.516520 0.283711 0.140 -0.242 -0.278 -0.703
O 5.984791 2.939879 2.347534 -0.033 -0.012 -0.002 -0.493
O 4.755603 1.187821 1.625429 -0.001 0.026 0.010 -0.649
O -2.420246 1.315459 -2.185112 -0.253 -0.323 0.061 -0.508
C -3.290143 -2.429814 -0.511339 0.090 0.027 -0.016 -0.414
C 2.546114 2.593730 1.984573 -0.109 0.004 -0.032 -0.258
C -3.040648 -1.322903 1.727244 -0.102 0.081 0.039 -0.604
C -0.925407 -0.498526 -2.758485 0.174 0.151 0.081 -0.557
C -3.074780 1.802678 -1.098239 0.011 0.032 -0.107 0.772
C 2.730609 -0.697838 -0.836543 -0.068 -0.075 0.030 -0.618
C 7.162976 2.154471 2.139605 0.033 0.015 0.007 -0.255
C -2.020560 -0.159368 -0.289669 0.008 0.202 0.076 0.227
C 4.847690 2.314591 2.042119 0.009 0.008 -0.017 0.979
C -4.713512 -2.696992 -0.990209 -0.032 0.148 0.069 -0.600
C -2.068692 -0.051398 -1.865700 -0.084 -0.174 0.114 0.057
C -2.347411 1.286009 0.117818 0.243 -0.119 -0.031 -0.365
C -3.159178 -1.076841 0.222898 -0.050 0.079 0.156 -0.232
C 1.622747 -1.189437 -1.761301 -0.015 0.053 -0.074 -0.508
H 2.358005 1.717344 2.601959 0.004 -0.015 -0.017 0.194
H 1.828867 3.375593 2.214022 0.030 0.017 0.016 0.199
H 3.026094 -1.487180 -0.145351 0.078 -0.034 -0.039 0.216
H 2.024578 -1.791651 -2.576662 0.020 -0.048 0.050 0.209
H 7.139569 1.259135 2.757987 -0.011 -0.007 -0.010 0.192
H -4.862020 -3.741329 -1.260608 -0.010 0.005 -0.049 0.215
H 3.616539 -0.394222 -1.391932 -0.024 0.088 -0.010 0.215
H -4.954417 -2.074965 -1.854177 -0.013 -0.017 -0.032 0.206
H -3.003380 -0.396409 2.300744 0.004 -0.007 0.010 0.213
H -3.907162 -1.892965 2.066426 -0.001 0.008 0.022 0.215
H 2.385701 0.145322 -0.240113 0.008 -0.002 0.029 0.223
H -2.938864 -0.642743 -2.168249 0.011 0.038 -0.159 0.185
H -1.207499 -0.203323 -3.768809 -0.081 -0.082 -0.036 0.247
H -2.984339 -3.228213 0.167932 0.046 -0.007 0.000 0.207
H -2.892676 1.402555 1.045209 -0.100 -0.048 -0.051 0.251
H -2.147893 -1.897603 1.972240 0.011 -0.005 -0.023 0.207
H 7.251610 1.868375 1.093258 -0.012 -0.011 0.002 0.193
H 2.475656 2.316745 0.933855 0.012 -0.009 0.008 0.194
H -2.615281 -2.482161 -1.369639 0.060 -0.076 0.034 0.196
H -5.430839 -2.435844 -0.208792 -0.006 -0.121 0.023 0.206
H -0.663790 -1.467408 0.193825 -0.022 -0.036 0.004 0.470
H -0.857339 -1.587692 -2.755897 0.050 0.011 0.043 0.225
H -4.089380 -0.512725 0.075241 0.006 -0.052 -0.195 0.212
H 7.992125 2.792514 2.428811 -0.008 0.003 0.000 0.196
H 0.913256 -1.808442 -1.217215 -0.052 0.012 0.071 0.188
```
Positions in Å, forces in eV/Å.

Properties
E_tot	-3972.09225	a.u.
ΔE to the lowest compared entry with this formula, charge and spin	0.000	eV
orbital gap	8.9	eV
SMILES string	CCSC[C@@H]1OC(=O)[C@H](Br)[C@@]1(O)[C@H](C)CC.COC(=O)OC
F_max	0.415	eV/Å
HOMO energy	-0.312	hartree